Here is C24H38BGe2HfN5OS3 as an isolated structure in a non-equilibrium geometry from OMol25. Energies are from ωB97M-V with the def2-TZVPD basis set.

Structure (XYZ):
```
75
Properties=species:S:1:pos:R:3
Hf -1.2122 -0.9216 -0.5445
C -4.3621 -3.1695 2.9288
N -4.3615 -3.1126 1.4807
C -5.4644 -3.3623 0.6551
C -5.0142 -3.2850 -0.6141
N -3.6548 -2.9241 -0.6109
B -2.7931 -2.9332 -1.8722
N -3.2168 -1.8983 -2.9678
C -4.3297 -1.8579 -3.8139
C -4.2142 -0.8390 -4.7316
N -2.9892 -0.2091 -4.4383
C -2.4446 1.0306 -4.9351
C -2.3976 -0.9271 -3.4286
S -0.7814 -0.6793 -2.9532
C -3.2865 -2.7736 0.7024
S -1.7618 -2.3469 1.4330
H -3.4013 -3.6386 3.2015
H -5.1763 -3.7828 3.3283
H -4.4219 -2.2095 3.4325
H -6.4127 -3.5811 1.1304
H -5.4652 -3.5137 -1.5966
H -2.8644 -4.0368 -2.3137
H -1.5859 -2.7562 -1.5458
H -5.0971 -2.6428 -3.7357
H -4.8835 -0.5625 -5.5302
H -1.4934 0.7717 -5.4886
H -2.1727 1.7454 -4.1428
H -3.1936 1.5078 -5.5989
C 4.2545 -2.0408 -1.2371
C 2.8509 -2.5658 -0.9163
Ge 1.6520 -1.4623 0.2589
C 2.6245 -1.9660 1.9521
C 2.7792 -0.7999 2.9557
C 2.0546 0.3238 -0.5196
C 2.0966 1.4929 0.2508
Ge 0.4505 2.2514 0.9498
C 0.3514 2.1686 2.9411
C -0.7735 2.8589 3.6275
C 0.1859 3.7671 -0.2129
C 0.0256 3.2552 -1.6823
C 3.3118 2.1411 0.7385
C 3.2178 3.2511 1.5775
C 4.3212 3.7599 2.2470
C 5.5709 3.2374 2.0148
C 5.7027 2.1567 1.1189
C 4.5991 1.6110 0.4468
H 4.9173 -2.9003 -1.4333
H 4.6554 -1.3508 -0.4932
H 4.3519 -1.5619 -2.2468
H 2.9633 -3.4929 -0.3161
H 2.3427 -2.8421 -1.8267
H 3.6008 -2.3580 1.5997
H 2.0292 -2.7742 2.3950
H 1.8207 -0.3030 3.0922
H 3.5408 -0.0610 2.5794
H 3.1001 -1.1847 3.9389
H 2.4454 0.3384 -1.5322
H 1.3264 2.5005 3.3256
H 0.3159 1.0857 3.1312
H -0.8508 3.9414 3.4526
H -0.4859 2.7226 4.6735
H -1.7479 2.4529 3.4087
H 1.0199 4.4514 -0.1482
H -0.6944 4.2809 0.1492
H 0.9109 2.6926 -1.9865
H -0.0418 4.0793 -2.4349
H -0.8996 2.7164 -1.8569
H 2.2363 3.7891 1.7130
H 4.1833 4.5660 2.9600
H 6.4873 3.6961 2.4779
H 6.7154 1.8388 0.8819
H 4.7415 0.8198 -0.2751
O -2.9579 0.1039 -0.1329
S -2.1854 1.3804 0.6119
N -0.6647 0.8403 0.3510
```

As for the net charge: +2. Its gap between HOMO and LUMO (alpha / beta) is 0.1596 / 0.1599 Eh. The energy relative to the best compared isomer or geometry (same formula, charge and spin) comes out at 0.00 kcal per mole. The strongest force on any atom comes out at 2.4 eV Å⁻¹. The calculation puts the energy at -182508.8868 eV.